Entry 1:
The following is a DFT calculation (ωB97M-V with the def2-TZVPD basis set) of a molecular structure, C26H29Cl3F2NORhSi.

CARTESIAN COORDINATES (ANGSTROEM)
Rh 0.217 -0.579 -0.132
F 4.500 -0.173 3.088
C 3.789 -0.925 2.230
C 2.558 -0.463 1.811
C 1.804 -1.192 0.902
C 2.281 -2.476 0.514
C 3.548 -2.864 0.946
F 4.078 -4.034 0.524
C 4.334 -2.112 1.791
C 1.401 -3.377 -0.254
C 1.497 -4.770 -0.234
C 0.547 -5.522 -0.897
C -0.489 -4.886 -1.565
C -0.528 -3.508 -1.532
N 0.389 -2.771 -0.905
H 2.211 0.475 2.210
H 5.312 -2.448 2.101
H 2.290 -5.255 0.309
H 0.608 -6.603 -0.879
H -1.256 -5.440 -2.086
H -1.319 -2.963 -2.031
Cl -6.482 -2.677 0.537
C -4.863 -2.105 0.771
C -4.157 -1.592 -0.300
C -2.865 -1.152 -0.078
Cl -1.984 -0.452 -1.422
C -2.216 -1.182 1.166
O -1.014 -0.746 1.405
C -3.000 -1.712 2.220
Cl -2.292 -1.782 3.793
C -4.289 -2.163 2.033
H -4.600 -1.529 -1.283
H -4.843 -2.561 2.871
C 1.263 2.470 1.558
Si 0.307 1.803 0.059
C 1.394 2.035 -1.529
C 0.705 1.550 -2.812
C 1.778 3.509 -1.693
C 2.680 1.210 -1.366
C -1.329 2.872 0.049
C -1.985 3.080 -1.323
C -1.019 4.284 0.590
C -2.362 2.255 1.005
H 2.342 2.365 1.435
H 0.966 1.944 2.466
H 1.065 3.529 1.725
H -0.236 2.060 -3.006
H 0.507 0.472 -2.785
H 1.362 1.728 -3.670
H 0.908 4.135 -1.902
H 2.472 3.619 -2.534
H 2.274 3.903 -0.803
H 2.477 0.133 -1.295
H 3.250 1.486 -0.477
H 3.326 1.355 -2.239
H -1.378 3.721 -1.966
H -2.946 3.586 -1.181
H -2.185 2.154 -1.858
H -0.160 4.754 0.106
H -0.844 4.278 1.666
H -1.889 4.923 0.410
H -2.815 1.352 0.595
H -3.170 2.974 1.178
H -1.928 1.999 1.974

Summary:
- Relative energy (zero: lowest compared OMol25 entry of this formula, charge and spin): 176.1 kJ/mol
- Total energy: -84858.725 eV
- Orbital gap: 7.33 eV
- Strongest force on any atom: 0.5 eV Å⁻¹


Entry 2:
The following is a DFT calculation (ωB97M-V with the def2-TZVPD basis set) of a molecular structure, C26H29ClF5N7O5SeSr in a non-equilibrium geometry.

CARTESIAN COORDINATES (ANGSTROEM)
Sr 0.678 -0.429 0.555
N 1.234 -2.631 -0.650
C -0.037 -3.388 -0.557
C -1.141 -2.611 -1.275
N -1.350 -1.270 -0.702
C -2.613 -1.054 0.019
C -2.459 -1.331 1.510
N -1.500 -0.347 2.068
H 1.980 -3.133 -0.181
H 1.496 -2.545 -1.628
H 0.036 -4.381 -1.004
H -0.290 -3.507 0.501
H -0.850 -2.518 -2.322
H -2.064 -3.198 -1.243
H -1.307 -0.568 -1.444
H -2.896 -0.008 -0.089
H -3.428 -1.662 -0.392
H -3.440 -1.277 1.986
H -2.062 -2.335 1.670
H -1.924 0.579 2.014
H -1.329 -0.549 3.047
O 4.501 3.590 -1.413
C 4.607 2.663 -2.346
O 5.559 2.598 -3.079
C 3.486 1.663 -2.470
C 3.416 0.713 -3.466
Cl 4.410 0.496 -4.819
N 2.318 -0.061 -3.245
N 1.664 0.337 -2.149
C 2.337 1.375 -1.679
C 1.733 2.127 -0.509
O 2.258 3.166 -0.110
O 0.647 1.628 -0.043
C 1.704 -1.062 -4.072
C 0.323 -1.022 -4.212
C -0.301 -1.972 -5.006
C 0.447 -2.940 -5.665
C 1.826 -2.967 -5.511
C 2.462 -2.033 -4.705
H 3.663 3.497 -0.880
H -0.241 -0.237 -3.720
H -1.379 -1.949 -5.115
H -0.042 -3.667 -6.300
H 2.416 -3.722 -6.014
H 3.535 -2.069 -4.573
F 3.585 0.159 2.536
C 2.870 -0.768 3.253
C 1.754 -1.325 2.687
C 1.134 -2.239 3.490
F 0.002 -2.891 3.026
C 1.538 -2.590 4.763
F 0.872 -3.486 5.507
C 2.669 -1.985 5.278
F 3.099 -2.290 6.506
C 3.354 -1.062 4.511
F 4.453 -0.481 5.011
C -4.867 5.538 0.331
N -3.528 5.538 0.902
C -2.852 6.656 1.371
C -1.641 6.241 1.773
N -1.580 4.875 1.539
C -0.440 4.011 1.842
C -2.747 4.438 1.008
Se -3.171 2.702 0.544
H -5.398 6.415 0.691
H -5.384 4.635 0.641
H -4.821 5.556 -0.756
H -3.297 7.637 1.375
H -0.816 6.786 2.199
H 0.437 4.636 1.997
H -0.257 3.334 1.014
H -0.638 3.424 2.738
O -1.257 1.349 -2.186
H -1.999 1.906 -1.913
H -0.592 1.527 -1.503

Summary:
- Relative energy (zero: lowest compared OMol25 entry of this formula, charge and spin): 0.0 kJ/mol
- Total energy: -140395.862 eV
- Orbital gap: 8.16 eV
- Strongest force on any atom: 2.8 eV Å⁻¹


Entry 3:
The following is a DFT calculation (ωB97M-V with the def2-TZVPD basis set) of a molecular structure, C26H29ClGeN3O8RuSe.

CARTESIAN COORDINATES (ANGSTROEM)
Ru 0.087 -0.114 1.031
O -3.556 -0.975 -0.576
C -2.584 -0.637 0.063
O -1.359 -1.037 -0.115
C -2.733 0.333 1.223
C -3.909 0.800 1.781
C -3.825 1.616 2.904
C -2.589 1.926 3.463
C -1.456 1.423 2.853
N -1.571 0.693 1.749
C -0.028 1.528 3.348
O 0.257 2.307 4.232
O 0.801 0.726 2.735
H -4.852 0.507 1.341
H -4.730 1.990 3.364
H -2.486 2.524 4.357
Cl 1.059 -7.243 0.710
C 0.687 -5.589 1.105
C -0.408 -5.309 1.944
C -0.719 -4.021 2.276
C 0.030 -2.919 1.784
O -0.298 -1.736 2.177
C 1.130 -3.224 0.930
C 2.010 -2.238 0.395
O 1.878 -1.003 0.401
C 1.447 -4.570 0.621
H -1.005 -6.129 2.324
H -1.555 -3.800 2.924
H 2.921 -2.627 -0.078
H 2.289 -4.778 -0.025
O 1.823 -5.743 -2.250
C 0.809 -5.512 -3.211
N 0.365 -4.160 -3.007
C -0.048 -3.365 -4.029
O -0.118 -3.743 -5.184
C -0.419 -1.974 -3.619
C -1.537 -1.363 -4.170
C -1.867 -0.086 -3.757
C -1.068 0.531 -2.806
N 0.017 -0.039 -2.291
C 0.338 -1.258 -2.704
H 1.886 -6.689 -2.082
H -0.016 -6.219 -3.076
H 1.182 -5.590 -4.232
H 0.286 -3.840 -2.054
H -2.131 -1.896 -4.901
H -2.742 0.418 -4.142
H -1.322 1.515 -2.424
H 1.239 -1.689 -2.278
C 0.988 5.633 -0.923
Ge 1.078 5.122 0.963
C 2.385 6.224 1.906
C -0.685 5.212 1.797
C 1.649 3.242 1.145
Se 0.777 2.072 -0.152
C 2.382 1.691 -1.169
H 0.397 6.542 -1.035
H 0.520 4.848 -1.517
H 1.985 5.825 -1.322
H 2.099 7.275 1.875
H 3.367 6.121 1.443
H 2.461 5.917 2.949
H -1.105 6.216 1.735
H -0.613 4.921 2.846
H -1.373 4.526 1.296
H 1.392 2.905 2.145
H 2.723 3.097 1.037
H 2.836 2.648 -1.413
H 2.082 1.165 -2.066
H 3.049 1.081 -0.565

Summary:
- ⟨S²⟩: 0.7544
- Multiplicity: 2
- Relative energy (zero: lowest compared OMol25 entry of this formula, charge and spin): 43.9 kJ/mol
- Total energy: -185251.841 eV
- Orbital gap (alpha / beta): 7.77 / 7.02 eV
- Strongest force on any atom: 0.5 eV Å⁻¹